Entry 1:
21
Properties=species:S:1:pos:R:3:mulliken_spin:R:1 method="wB97M-V/def2-TZVPD" multiplicity=2 charge=0 s2=0.7549 lumo_ev="0.135 / 0.137"
O -0.799 2.146 -1.971 0.982
Sr 0.053 1.923 0.018 0.037
O 1.678 1.568 1.061 -0.002
C 2.612 0.690 0.530 0.003
C 1.940 -0.504 -0.140 -0.001
O 0.961 0.031 -1.032 -0.003
C -0.161 -0.731 -1.485 -0.009
C -1.289 -1.003 -0.163 0.005
O -1.519 0.282 0.374 -0.011
C -2.542 0.392 1.352 -0.001
H 3.296 0.286 1.302 0.001
H 3.249 1.192 -0.229 -0.001
H 1.430 -1.121 0.617 0.000
H 2.647 -1.126 -0.710 0.001
H -0.134 -1.774 -1.846 0.000
H -0.128 -0.465 -2.553 -0.002
H -0.733 -1.573 0.595 0.000
H -2.214 -1.488 -0.500 0.002
H -2.645 1.458 1.585 0.001
H -3.472 -0.027 0.945 0.000
H -2.231 -0.156 2.252 0.000

***

Entry 2:
18
Properties=species:S:1:pos:R:3:nbo_charge:R:1 method="wB97M-V/def2-TZVPD" smiles=C#CCC.CPO charge=0 lumo_ev=0.872
C -1.859 0.934 -1.028 -0.259
C -0.800 1.202 -0.539 0.012
C 0.471 1.581 0.047 -0.488
C 0.884 2.986 -0.393 -0.584
H -2.772 0.661 -1.462 0.231
H 0.380 1.542 1.137 0.229
H 1.232 0.857 -0.260 0.229
H 1.829 3.263 0.071 0.208
H 0.997 3.024 -1.475 0.211
H 0.125 3.709 -0.102 0.211
C -0.313 -2.334 0.963 -0.955
P -0.270 -3.786 -0.196 0.850
O -1.171 -3.185 -1.440 -0.982
H 0.537 -2.403 1.638 0.227
H -0.277 -1.404 0.398 0.237
H -1.227 -2.358 1.556 0.224
H 0.942 -3.407 -0.794 -0.091
H -2.043 -3.576 -1.505 0.490

***

Entry 3:
18
Properties=species:S:1:pos:R:3:nbo_charge:R:1 method="wB97M-V/def2-TZVPD" smiles="C1=CO1.CP(C)C" charge=0 lumo_ev=1.075
C 1.140 -2.335 2.390 -0.073
C 1.743 -1.959 1.341 0.170
O 0.599 -2.314 0.873 -0.537
H 0.507 -2.396 3.206 0.234
H 2.670 -1.748 0.836 0.205
C -0.927 1.923 0.517 -0.948
P 0.022 0.446 -0.001 0.798
C -1.349 -0.568 -0.829 -0.937
C 0.837 1.015 -1.563 -0.959
H -1.602 2.290 -0.146 0.209
H -1.665 1.771 1.310 0.239
H -0.124 2.793 0.713 0.229
H -1.704 -1.317 -0.002 0.247
H -2.112 0.196 -1.336 0.220
H -0.895 -1.245 -1.517 0.225
H 0.894 0.155 -2.278 0.237
H 0.169 1.805 -2.219 0.211
H 1.797 1.490 -1.295 0.229

***

Entry 4:
18
Properties=species:S:1:pos:R:3:nbo_charge:R:1 method="wB97M-V/def2-TZVPD" smiles="C=C1OC1(C)C.P" charge=0 lumo_ev=0.806
C 1.283 2.205 0.622 -0.538
C 1.402 1.017 0.067 0.304
O 2.295 0.348 -0.733 -0.463
C 1.272 -0.395 -0.027 0.185
C 0.097 -0.965 -0.790 -0.632
C 1.774 -1.323 1.037 -0.615
H 1.773 3.048 0.028 0.216
H 0.329 2.540 1.073 0.225
H -0.744 -1.231 -0.228 0.221
H 0.293 -1.933 -1.229 0.218
H -0.116 -0.144 -1.498 0.222
H 1.030 -1.813 1.679 0.225
H 2.355 -0.735 1.614 0.217
H 2.451 -2.138 0.464 0.215
P -3.710 0.319 0.050 0.044
H -2.980 0.790 -0.952 -0.019
H -4.075 -0.715 -0.690 -0.023
H -4.730 1.127 -0.486 -0.003

***

Entry 5:
17
Properties=species:S:1:pos:R:3:nbo_charge:R:1 method="wB97M-V/def2-TZVPD" charge=0 lumo_ev="0.232 / -0.092"
C -0.199 -0.048 1.969 -0.823
C 0.918 -0.899 -0.254 -0.489
C 0.282 -2.205 -0.645 -0.679
C -1.642 0.524 -0.182 -0.990
C 0.857 1.996 -0.168 -0.984
P 0.020 0.457 0.401 1.430
H 0.677 -0.016 2.698 0.174
H 1.886 -0.900 0.027 0.196
H 0.788 -2.716 -1.453 0.230
H -0.819 -2.153 -0.837 0.220
H 0.398 -3.158 -0.031 0.228
H -1.725 0.605 -1.262 0.238
H -2.325 -0.159 0.322 0.276
H -1.820 1.592 0.095 0.238
H 0.891 2.237 -1.227 0.254
H 0.106 2.793 0.091 0.234
H 1.706 2.050 0.457 0.247

***

Entry 6:
17
Properties=species:S:1:pos:R:3:nbo_charge:R:1 method="wB97M-V/def2-TZVPD" multiplicity=2 charge=+1 s2=0.7525 lumo_ev="-4.981 / -9.625"
C -1.090 0.511 2.902 -0.610
C -1.211 -0.091 1.416 -0.602
H -1.382 1.503 3.115 0.222
H -0.153 0.313 3.384 0.211
H -1.915 -0.125 3.380 0.219
H -0.497 0.336 0.745 0.150
H -0.850 -1.158 1.394 0.197
H -2.239 -0.051 1.019 0.228
C 0.299 -0.285 -2.694 -0.743
C 1.484 0.139 -1.986 0.114
C 1.731 -0.266 -0.767 -0.034
H 0.016 -1.317 -2.713 0.294
H -0.513 0.432 -2.350 0.340
H 0.464 -0.107 -3.852 0.286
H 2.280 0.867 -2.415 0.257
H 2.631 0.145 -0.327 0.234
H 0.947 -0.846 -0.249 0.238

***

Entry 7:
20
Properties=species:S:1:pos:R:3:nbo_charge:R:1 method="wB97M-V/def2-TZVPD" charge=0 lumo_ev=0.415
B -0.218 0.311 -0.206 1.218
C 0.936 1.358 -0.194 -0.869
C 2.315 0.803 0.222 -0.396
C 2.488 -0.739 -0.157 -0.029
C -1.714 -1.613 -0.050 -0.419
C -2.742 0.652 0.215 -0.383
N -1.520 -0.162 -0.166 -0.767
O 1.383 -1.410 0.120 -0.782
H 1.189 1.729 -1.125 0.261
H 0.599 2.134 0.395 0.246
H 3.246 1.439 -0.011 0.205
H 2.164 1.013 1.358 0.179
H 2.946 -0.639 -1.232 0.086
H 3.233 -1.297 0.411 0.169
H -0.931 -2.199 -0.478 0.255
H -1.756 -2.127 1.019 0.214
H -2.573 -1.795 -0.712 0.190
H -2.350 1.626 0.233 0.204
H -3.356 0.507 -0.702 0.201
H -3.339 0.407 1.061 0.217

***

Entry 8:
20
Properties=species:S:1:pos:R:3:nbo_charge:R:1 method="wB97M-V/def2-TZVPD" multiplicity=3 charge=0 s2=2.0056 lumo_ev="0.455 / -2.134"
C -0.079 -2.062 0.682 -0.679
C -0.123 -1.364 -1.682 -0.326
C 0.984 0.904 1.851 -1.114
C 0.967 1.928 -1.103 -1.123
C 0.235 -1.107 -0.430 -0.341
Si 1.272 0.423 0.031 1.508
Cl -2.096 0.908 -0.269 -0.249
Cl 3.238 -0.128 -0.171 -0.400
H -0.607 -1.551 1.485 0.228
H 0.849 -2.456 1.092 0.234
H -0.687 -2.890 0.328 0.208
H 0.114 -0.697 -2.495 0.167
H -3.204 0.580 0.278 0.273
H -0.674 -2.253 -1.949 0.160
H -0.067 1.077 2.060 0.240
H 1.334 0.132 2.526 0.240
H 1.518 1.818 2.098 0.242
H 1.909 2.365 -1.424 0.251
H 0.411 1.661 -1.997 0.238
H 0.409 2.709 -0.590 0.243

***

Entry 9:
28
Properties=species:S:1:pos:R:3:nbo_charge:R:1 method="wB97M-V/def2-TZVPD" charge=+2 lumo_ev=-9.227
I -2.891 -1.348 -0.723 0.009
I -3.027 1.372 -0.683 0.056
Lu 1.451 0.203 1.223 2.109
P 0.527 -0.005 -2.384 0.721
C -0.977 -0.014 -3.440 -0.926
C 1.373 1.380 -3.308 -0.916
H 2.317 -1.638 -2.830 0.240
H 1.534 -1.089 -4.361 0.251
H 0.710 -2.279 -3.286 0.246
C 1.358 -1.387 -3.312 -0.915
H 2.339 1.613 -2.827 0.233
H 1.539 1.085 -4.362 0.252
H -0.713 0.021 -4.502 0.256
H -1.592 0.848 -3.169 0.246
H 0.732 2.279 -3.267 0.245
H -1.568 -0.907 -3.222 0.245
C -4.726 0.351 1.487 0.448
O -5.303 -0.069 2.354 -0.466
Cl 3.709 -0.551 1.069 -0.539
N 1.065 1.325 5.277 -0.547
N 0.738 0.162 4.593 0.242
N -0.400 -0.559 4.887 -0.133
C -0.672 -1.134 3.716 0.221
N 0.113 -0.714 2.688 -0.441
N 0.985 0.229 3.313 -0.263
H 2.071 1.420 5.210 0.410
H 0.708 1.319 6.217 0.434
H -1.400 -1.914 3.643 0.284

***

Entry 10:
21
Properties=species:S:1:pos:R:3:nbo_charge:R:1 method="wB97M-V/def2-TZVPD" charge=0 lumo_ev="-1.864 / -0.128"
C -2.074 -0.172 -2.708 -0.593
C 1.838 1.476 3.967 -0.526
C -1.050 -0.971 -1.874 -0.405
C 0.229 -0.144 -1.497 -0.407
C 1.221 -0.695 -0.402 -0.248
N 0.672 -0.913 0.892 -0.676
O -0.519 1.421 1.204 -0.897
S 0.083 0.233 1.783 1.553
Cl -1.250 -0.816 2.856 -0.179
H -2.656 0.579 -1.994 0.204
H -1.452 0.391 -3.355 0.200
H -2.837 -0.858 -3.173 0.215
H 2.110 2.438 3.622 0.177
H 1.254 1.220 4.874 0.186
H 2.371 0.595 3.487 0.170
H -1.712 -1.213 -1.100 0.205
H -0.706 -1.791 -2.348 0.191
H 0.800 -0.011 -2.315 0.198
H -0.093 0.858 -0.955 0.221
H 1.798 -1.648 -0.812 0.200
H 1.971 0.020 -0.152 0.212

***

Entry 11:
24
Properties=species:S:1:pos:R:3:nbo_charge:R:1 method="wB97M-V/def2-TZVPD" charge=0 lumo_ev=-0.015
C 2.246 -2.034 1.416 -0.633
C -0.964 2.863 -0.175 -0.641
C 0.867 -1.431 1.611 -0.067
C 0.335 2.207 -0.604 -0.053
C 0.398 -1.986 -1.357 -1.230
O -1.615 -0.616 -0.139 -1.044
O -3.637 0.748 0.327 -0.866
O 0.679 -0.290 0.779 -0.820
O 0.121 0.947 -1.256 -0.827
P -0.041 -0.511 -0.627 2.304
S -3.191 -0.340 -0.477 1.620
Cl -2.911 0.438 -2.414 -0.291
H 3.018 -1.308 1.652 0.208
H 2.358 -2.900 2.061 0.217
H 2.358 -2.349 0.382 0.227
H -1.627 2.992 -1.027 0.220
H -1.467 2.260 0.576 0.221
H -0.746 3.841 0.251 0.218
H 0.734 -1.080 2.638 0.186
H 0.102 -2.175 1.372 0.200
H 0.991 2.055 0.256 0.191
H 0.851 2.814 -1.354 0.190
H -0.278 -2.215 -2.174 0.239
H 1.417 -1.927 -1.717 0.231

***

Entry 12:
21
Properties=species:S:1:pos:R:3:nbo_charge:R:1 method="wB97M-V/def2-TZVPD" multiplicity=6 charge=+1 s2=8.7839 lumo_ev="-4.902 / -5.001"
H 0.050 -2.511 -3.068 0.013
C -2.659 1.423 -1.249 -0.107
O -1.747 1.581 -2.290 -0.816
C -1.955 1.322 0.101 -0.108
O -0.886 0.365 -0.050 -0.610
C -0.080 0.174 1.109 -0.098
C 0.918 -0.922 0.815 -0.119
O 2.161 -0.310 0.586 -0.545
C 3.250 -1.207 0.569 -0.259
Cr -0.164 0.632 -1.876 1.462
H -3.275 0.512 -1.388 0.176
H -3.360 2.274 -1.180 0.211
H -2.625 0.967 0.896 0.214
H -1.514 2.289 0.391 0.194
H -0.723 -0.131 1.946 0.213
H 0.362 1.133 1.419 0.222
H 0.758 -1.620 -0.026 0.178
H 0.896 -1.644 1.646 0.206
H 4.115 -0.646 0.197 0.214
H 3.392 -1.632 1.576 0.191
H 3.086 -2.049 -0.123 0.168

***

Entry 13:
25
Properties=species:S:1:pos:R:3:lowdin_charge:R:1 method="wB97M-V/def2-TZVPD" charge=0 lumo_ev=-1.749
C 1.887 -1.536 0.345 -0.190
C 1.058 -0.365 -0.271 -0.419
C 1.930 0.503 -1.230 -0.063
C 0.476 0.466 0.884 -0.233
C -0.476 1.564 0.436 -0.244
S -1.719 0.952 -0.678 0.466
O -2.860 1.798 -0.589 -0.315
O -1.078 0.954 -1.963 -0.328
N -1.877 -0.552 -0.161 -0.355
S -3.348 -1.012 0.258 0.468
O -3.993 -0.166 1.196 -0.353
O -3.236 -2.381 0.632 -0.382
H 2.686 -1.154 1.062 -0.305
H 1.175 -2.146 0.884 0.091
H 2.321 -2.115 -0.472 0.092
H 0.286 -0.769 -0.899 0.095
H 3.001 0.453 -1.039 0.025
H 1.569 1.520 -1.238 0.069
H 1.766 0.114 -2.226 0.086
H 1.317 0.972 1.379 0.086
H -0.004 -0.133 1.646 0.113
H 0.026 2.422 0.013 0.095
H -1.014 1.916 1.310 0.103
H -4.066 -1.031 -0.879 0.065
Cs 4.173 -0.276 1.599 1.335

***

Summary of calculated total energy in eV
-14383.476 -16697.754 -16693.554 -16695.777 -14646.542 -5368.074 -9590.274 -38299.696 -86492.834 -32269.118 -46215.900 -39931.743 -37274.017
(order as listed above)
Summary of F_max in hartree/bohr
0.115 0.013 0.074 0.077 0.076 0.115 0.082 0.201 0.076 0.119 0.038 0.038 0.127
(order as listed above)